This record from OMol25 describes the molecule C4H7NO. The level of theory is wB97M-V/def2-TZVPD.

Its SMILES is CC/N=C\C=O. The total energy is -286.5634 Eh. The calculation puts the HOMO energy at -9.577 eV. Its orbital gap is 9.38 eV. Its energy relative to the best compared isomer or geometry (same formula, charge and spin) is 179.2 kJ/mol.

```
! RIJCOSX wB97M-V def2-TZVPD def2/J DEFGRID3
* xyz 0 1
C -1.815 0.644 -0.182
N 0.237 -0.301 -0.977
C -0.829 -0.509 -0.010
C 1.445 -0.117 -0.641
C 2.074 -0.182 0.721
O 3.249 0.068 0.863
H -2.741 0.466 0.374
H -2.051 0.762 -1.243
H -1.369 1.579 0.171
H -0.502 -0.578 1.037
H -1.316 -1.457 -0.265
H 2.168 0.112 -1.429
H 1.450 -0.488 1.580
*
```

***

This record from OMol25 describes a structure of composition C22H30Br45ClIN2 at a distorted geometry. The level of theory is wB97M-V/def2-TZVPD.

The total energy is -117553.8859 Eh. The calculation puts the HOMO energy at -11.489 eV. Its orbital gap is 9.11 eV.

```
! RIJCOSX wB97M-V def2-TZVPD def2/J DEFGRID3
* xyz 1 1
C -2.693 0.847 2.726
C -3.267 -0.147 1.699
I -4.604 -1.493 2.708
C -3.998 0.511 0.550
N -3.125 1.536 -0.112
C -2.822 1.220 -1.529
C -1.734 2.141 -2.061
N -2.014 3.644 -1.826
C -2.640 3.873 -0.520
Cl -3.501 5.459 -0.652
C -3.707 2.897 -0.107
H -1.671 1.125 2.457
H -3.336 1.729 2.768
H -2.635 0.376 3.702
H -2.477 -0.791 1.319
H -4.199 -0.261 -0.190
H -4.947 0.930 0.877
H -2.221 1.585 0.368
H -3.726 1.369 -2.114
H -2.435 0.206 -1.576
H -1.735 1.961 -3.126
H -0.740 1.858 -1.718
H -1.101 4.095 -1.788
H -1.927 4.025 0.289
H -4.088 3.119 0.887
H -4.560 2.901 -0.783
C -7.533 -4.345 4.277
Br -6.360 -3.710 5.665
Br -8.769 -2.980 3.715
Br -6.550 -5.071 2.785
H -8.116 -5.151 4.698
C -0.732 -3.129 -0.416
Br -1.263 -4.649 0.630
Br -2.212 -2.421 -1.438
Br 0.100 -1.782 0.676
H 0.009 -3.467 -1.127
C -4.261 5.855 -4.685
Br -4.604 3.955 -4.764
Br -2.814 6.361 -5.847
Br -5.850 6.878 -5.028
H -3.950 6.075 -3.673
C 1.752 3.850 -3.777
Br -0.113 3.366 -3.675
Br 2.878 2.448 -3.090
Br 2.283 4.391 -5.538
H 1.883 4.709 -3.131
C 1.847 6.013 0.516
Br 0.421 5.059 -0.396
Br 2.661 7.332 -0.613
Br 1.220 6.754 2.174
H 2.608 5.285 0.758
C 3.141 -4.593 -2.388
Br 4.697 -4.421 -1.273
Br 1.822 -5.759 -1.598
Br 2.394 -2.881 -2.860
H 3.466 -5.057 -3.310
C 6.833 3.624 -3.936
Br 6.343 1.962 -4.782
Br 6.032 5.142 -4.808
Br 6.450 3.588 -2.051
H 7.902 3.730 -4.041
C 0.279 -1.302 5.012
Br -1.094 -2.324 4.127
Br 0.994 0.086 3.870
Br -0.330 -0.595 6.690
H 1.091 -1.981 5.228
C 5.795 -6.307 -5.752
Br 3.888 -6.283 -5.470
Br 6.651 -4.873 -4.793
Br 6.563 -8.015 -5.324
H 5.962 -6.137 -6.805
C -5.608 0.996 5.607
Br -4.038 1.091 6.716
Br -7.040 0.040 6.461
Br -6.162 2.741 5.003
H -5.337 0.431 4.727
C 3.776 8.358 -4.553
Br 5.267 8.380 -3.333
Br 2.302 7.350 -3.836
Br 3.246 10.131 -5.067
H 4.101 7.850 -5.451
C 6.818 -0.585 -1.249
Br 4.939 -0.251 -0.986
Br 7.919 0.688 -0.315
Br 7.314 -2.387 -0.786
H 7.017 -0.465 -2.306
C 9.582 -1.997 -5.771
Br 8.107 -1.744 -6.983
Br 9.128 -1.464 -3.974
Br 10.247 -3.801 -5.816
H 10.382 -1.352 -6.103
C -3.283 -6.507 6.307
Br -4.657 -7.520 5.419
Br -2.564 -5.119 5.176
Br -3.892 -5.798 7.988
H -2.478 -7.188 6.526
C -2.634 -9.116 9.979
Br -2.835 -10.864 10.750
Br -1.579 -7.956 11.093
Br -1.928 -9.210 8.187
H -3.620 -8.680 9.908
*
```

***

This record from OMol25 describes the molecule C23H29N3O5. The level of theory is wB97M-V/def2-TZVPD.

Its SMILES is CCOCCCNC(=O)[C@H](NC(=O)c1ccc(NC(C)=O)cc1)c1ccc(OC)cc1. The total energy is -1434.3607 Eh. The calculation puts the HOMO energy at -8.492 eV. Its orbital gap is 9.21 eV. Its energy relative to the best compared isomer or geometry (same formula, charge and spin) is 0.0 kJ/mol.

```
! RIJCOSX wB97M-V def2-TZVPD def2/J DEFGRID3
* xyz 0 1
C -6.379 -0.671 0.634
C -6.407 -0.036 -0.755
O -5.145 0.352 -1.251
C -4.525 1.401 -0.540
C -3.494 2.061 -1.455
H -4.011 2.494 -2.311
H -2.818 1.289 -1.824
C -2.680 3.149 -0.747
N -1.818 2.588 0.271
C -0.577 2.142 -0.022
O 0.058 2.470 -1.002
C -0.053 1.105 0.978
N 1.313 0.795 0.644
C 2.217 0.458 1.594
O 1.909 0.323 2.765
C 3.607 0.257 1.101
C 4.650 0.428 2.008
C 5.959 0.251 1.615
C 6.257 -0.116 0.302
C 5.217 -0.310 -0.603
C 3.908 -0.122 -0.204
H 3.118 -0.301 -0.918
H 5.442 -0.610 -1.613
N 7.601 -0.281 -0.038
C 8.154 -0.635 -1.238
O 7.525 -0.868 -2.242
C 9.666 -0.701 -1.168
H 9.978 -1.438 -0.431
H 10.055 -0.985 -2.142
H 10.073 0.269 -0.891
H 8.244 -0.115 0.724
H 6.761 0.394 2.327
H 4.410 0.701 3.024
H 1.602 1.106 -0.274
C -0.985 -0.080 0.821
C -1.095 -0.703 -0.414
C -2.029 -1.699 -0.631
C -2.875 -2.091 0.400
C -2.742 -1.491 1.654
C -1.812 -0.494 1.858
H -1.723 -0.035 2.832
H -3.391 -1.818 2.451
O -3.855 -3.028 0.289
C -4.115 -3.577 -0.982
H -3.263 -4.156 -1.351
H -4.968 -4.240 -0.848
H -4.370 -2.795 -1.704
H -2.096 -2.151 -1.608
H -0.452 -0.395 -1.225
H -0.087 1.476 2.009
H -2.278 2.170 1.065
H -2.030 3.647 -1.470
H -3.340 3.887 -0.285
H -5.278 2.143 -0.230
H -4.037 1.001 0.362
H -6.778 -0.759 -1.486
H -7.085 0.833 -0.747
H -6.083 0.054 1.388
H -7.371 -1.039 0.879
H -5.680 -1.502 0.656
*
```

***

This record from OMol25 describes a structure of composition C4H8AuO3 at a distorted geometry. The level of theory is wB97M-V/def2-TZVPD.

The total energy is -517.4659 Eh. The calculation puts the HOMO energy (alpha / beta) at -20.136 / -20.426 eV. Its orbital gap (alpha / beta) is 9.06 / 6.68 eV. Its energy relative to the best compared isomer or geometry (same formula, charge and spin) is 134.2 kJ/mol.

```
! RIJCOSX wB97M-V def2-TZVPD def2/J DEFGRID3
* xyz 2 4
C 0.129 -2.004 1.530
C -0.947 -0.978 1.030
O -0.654 0.159 1.484
O 1.328 -1.403 1.670
H 0.055 -2.851 0.818
H -0.301 -2.303 2.510
H -1.985 -1.334 1.143
Au 1.214 0.295 1.191
O 1.481 0.650 -0.564
C 0.592 0.745 -1.533
C -0.266 1.975 -1.427
H 1.156 0.654 -2.496
H -1.096 1.745 -0.745
H -0.664 2.213 -2.421
H 0.247 2.798 -0.910
H -0.288 -0.360 -1.280
*
```

***

This record from OMol25 describes a cluster of 2 separate species, C6H12N2 in total at a distorted geometry. The level of theory is wB97M-V/def2-TZVPD.

Its SMILES is Cc1c[nH]cn1.CC. The total energy is -345.2381 Eh. The calculation puts the HOMO energy at -8.511 eV. Its orbital gap is 9.39 eV. Its energy relative to the best compared isomer or geometry (same formula, charge and spin) is 235.6 kJ/mol.

```
! RIJCOSX wB97M-V def2-TZVPD def2/J DEFGRID3
* xyz 0 1
C -0.739 -0.480 -1.514
C 2.410 1.282 -0.998
C 0.763 -0.101 -1.275
C 1.849 -0.911 -0.992
N 1.110 1.174 -1.468
N 2.920 0.007 -0.770
H 3.016 2.284 -0.955
H 3.993 -0.212 -0.769
H 1.746 -2.065 -0.732
H -0.949 -0.737 -2.603
H -1.405 0.329 -1.054
H -0.906 -1.363 -1.188
C -1.751 0.806 1.804
C -1.725 -0.650 1.565
H -0.874 1.221 2.421
H -1.977 1.519 1.062
H -2.460 1.103 2.553
H -0.878 -0.984 1.025
H -1.404 -1.142 2.496
H -2.737 -1.081 1.390
*
```